Here is a 2-piece molecular cluster, C4H3NO2 overall in a non-equilibrium geometry from the OMol25 dataset. Energies are from the ωB97M-V functional and the def2-TZVPD basis.

Geometry as ORCA input:
```
! RIJCOSX wB97M-V def2-TZVPD def2/J DEFGRID3
* xyz 0 1
N 1.438 0.164 0.184
C 0.773 -0.776 -0.097
C -0.161 -1.642 0.002
C -0.826 -2.712 -0.001
O -1.471 -3.647 0.188
H 2.384 0.549 -0.166
C -0.526 2.059 -0.023
O 0.553 2.343 -0.391
H -0.819 1.948 0.963
H -1.344 1.715 -0.659
*
```

Output
HOMO level in eV: -9.267
Structure (SMILES): N=C=C=C=O.C=O
Orbital gap in eV: 9.4
Relative energy (zero: lowest compared OMol25 entry of this formula, charge and spin) in kJ/mol: 378.5